{
  "formula": "C8H11BN4S2",
  "method": "ωB97M-V with the def2-TZVPD basis set",
  "charge": 0,
  "multiplicity": 1,
  "lumo_energy_ha": -0.0494,
  "gap_ev": 5.6668,
  "e_above_lowest_ev": 3.583,
  "elements": ["B", "C", "C", "C", "C", "C", "C", "C", "C", "N", "N", "N", "N", "S", "S", "H", "H", "H", "H", "H", "H", "H", "H", "H", "H", "H"],
  "xyz": [[-0.35414, 1.34786, 0.32267], [1.80324, 1.49521, 1.55336], [-0.99463, -1.11614, 0.43589], [3.02109, 1.16753, 0.92445], [-2.16893, -1.75101, 0.39639], [2.07166, 0.46463, -1.16448], [-2.59136, 0.38861, -0.08667], [4.25710, -0.26309, -0.64565], [-4.47195, -1.20503, -0.47130], [0.67464, 1.10650, 1.13761], [-1.27089, 0.20036, 0.06834], [3.03191, 0.59263, -0.32540], [-3.15356, -0.90035, -0.00325], [1.17544, 0.05269, -2.35698], [-3.32972, 1.80964, -0.38881], [-0.51276, 2.38092, -0.08155], [1.97929, 2.11293, 2.55549], [-0.07987, -1.55626, 0.62008], [3.96501, 1.73747, 0.96146], [-2.30845, -2.83431, 0.69066], [4.47143, -1.00639, 0.06882], [4.10880, -0.79661, -1.69207], [5.12011, 0.35716, -0.76812], [-5.02558, -0.37288, -0.04757], [-4.56157, -1.25903, -1.60180], [-4.85636, -2.15306, -0.10157]],
  "forces_ev_per_a": [[-0.7, -1.4, 0.3], [2.8, 1.3, 1.6], [-2.2, 0.6, -0.5], [0.6, 2.0, 1.1], [0.4, -3.0, 0.4], [0.4, -0.6, 0.2], [-0.6, -1.9, -0.8], [-1.1, -0.1, -3.6], [-0.5, 0.3, -0.6], [0.5, -0.6, 0.5], [1.5, 0.7, 0.8], [-0.3, -2.2, -2.0], [0.5, 1.1, 0.0], [0.1, 0.3, 0.4], [-1.1, 0.9, -0.3], [-0.5, 1.6, -1.1], [-0.7, -1.4, -1.9], [1.8, -0.2, 0.5], [-0.6, -0.3, 1.1], [-0.2, 1.6, -0.7], [-0.4, -0.6, 1.2], [0.1, 1.2, 2.2], [0.3, 0.7, 0.1], [-0.9, -0.1, -0.5], [0.3, 0.4, 1.2], [0.3, 0.0, 0.3]]
}

{
  "formula": "C8H11Cl2NP",
  "method": "ωB97M-V with the def2-TZVPD basis set",
  "charge": 1,
  "multiplicity": 1,
  "lumo_energy_ha": -0.1593,
  "gap_ev": 8.7574,
  "e_above_lowest_ev": 0.332,
  "elements": ["C", "C", "C", "C", "C", "C", "C", "C", "N", "P", "Cl", "Cl", "H", "H", "H", "H", "H", "H", "H", "H", "H", "H", "H"],
  "xyz": [[-3.27212, -0.50566, -0.99702], [-2.36846, 0.05374, -1.82342], [-2.88370, -1.32836, 0.07044], [-1.01990, -0.18795, -1.63948], [-1.51616, -1.61767, 0.20889], [-0.56084, -1.01204, -0.60262], [1.38096, 1.36037, 0.08263], [2.12350, 0.04202, 1.98781], [1.55182, 0.25136, 0.66364], [1.18972, -1.22977, -0.55406], [1.53111, -2.79466, 0.52587], [4.34851, 0.67091, -1.11206], [-4.28397, -0.54076, -1.29389], [-2.71331, 0.61766, -2.68981], [-3.77351, -1.70390, 0.58210], [-0.13466, 0.32398, -2.16850], [-1.05255, -2.06322, 1.09578], [0.86492, 1.47114, -0.89143], [1.37816, 2.28455, 0.65877], [5.20974, 0.90152, -2.04258], [1.71823, 0.73888, 2.75929], [2.50067, -0.98110, 2.13061], [3.05571, 0.60122, 1.96816]],
  "forces_ev_per_a": [[0.1, -1.9, 0.8], [1.2, 1.1, -1.8], [0.1, 0.2, -0.9], [2.7, 0.9, -0.1], [-0.1, 0.6, 1.9], [-1.9, 0.1, -0.6], [-1.8, 1.1, 0.7], [1.8, 2.0, 0.2], [-0.1, -1.4, -1.0], [0.6, 1.9, -1.4], [0.2, -1.4, 1.3], [0.1, 0.0, -0.1], [-1.2, 0.6, 0.1], [0.2, 0.0, 0.3], [1.0, -0.4, 0.6], [-2.0, -0.7, -0.1], [-0.9, -0.7, -0.2], [0.9, -0.6, 0.4], [0.8, 0.0, 0.0], [-0.1, 0.0, 0.1], [-0.9, -1.6, -0.2], [-1.2, 0.4, 0.5], [0.8, -0.1, -0.5]]
}

{
  "formula": "C8H11Cl6N",
  "method": "ωB97M-V with the def2-TZVPD basis set",
  "charge": 0,
  "multiplicity": 1,
  "lumo_energy_ha": 0.0158,
  "gap_ev": 9.5804,
  "e_above_lowest_ev": 6.011,
  "elements": ["N", "C", "C", "C", "C", "C", "H", "H", "H", "H", "H", "C", "Cl", "Cl", "H", "H", "C", "Cl", "Cl", "H", "H", "C", "Cl", "Cl", "H", "H"],
  "xyz": [[-0.59422, 0.93492, 1.12152], [0.74243, 0.75080, 0.84797], [1.15169, -0.34934, 0.16703], [0.21881, -1.16564, -0.44927], [-1.13138, -1.01625, -0.25116], [-1.48621, 0.07581, 0.64072], [1.54526, 1.37902, 1.20460], [2.18052, -0.52539, -0.11034], [0.46564, -1.98696, -1.10571], [-1.77180, -1.81250, -0.60078], [-2.49006, 0.26574, 0.99089], [-0.22270, -4.26006, 0.43426], [0.30031, -5.88353, -0.20893], [-1.44425, -3.59174, -0.66596], [-0.68727, -4.38062, 1.41290], [0.61682, -3.56547, 0.46340], [2.28908, 1.94978, -0.98672], [3.11722, 1.77698, 0.57387], [0.68380, 2.64612, -0.69560], [2.75871, 2.55561, -1.76165], [2.23024, 0.96172, -1.44320], [-1.62068, 3.01959, 0.13545], [-2.84401, 4.15706, 0.68387], [-1.65200, 2.62970, -1.57577], [-0.63600, 3.34026, 0.47558], [-1.71987, 2.09438, 0.70312]],
  "forces_ev_per_a": [[1.7, -2.2, 0.8], [-2.8, -1.8, 1.8], [0.3, -1.0, -1.3], [-0.9, -0.5, -0.3], [-0.2, 2.9, 2.1], [1.4, -1.5, -0.9], [-2.4, -0.2, 1.1], [0.2, 0.0, 0.5], [0.7, 0.0, -0.1], [-0.4, 2.4, 0.1], [-0.4, -0.1, -0.3], [-0.2, -0.7, -0.5], [-0.1, 0.9, 0.6], [0.0, -3.6, -0.2], [0.2, -0.1, -0.2], [-0.1, -0.3, 0.0], [-0.2, 0.3, -0.7], [4.1, 1.5, -1.4], [5.1, 0.3, -1.9], [0.5, 0.4, 0.8], [-0.4, 0.1, 0.3], [-1.3, 0.2, 1.2], [-0.2, 0.3, -0.2], [-2.8, 0.4, -0.9], [-1.1, 0.9, -0.1], [-0.7, 1.3, -0.5]]
}

{
  "formula": "C8H11ClN4O2",
  "method": "ωB97M-V with the def2-TZVPD basis set",
  "charge": 0,
  "multiplicity": 1,
  "smiles": "COCCCc1nnc(CC(=O)Cl)nn1",
  "lumo_energy_ha": -0.0395,
  "gap_ev": 8.7655,
  "e_above_lowest_ev": 0.000,
  "elements": ["C", "O", "C", "C", "C", "C", "N", "N", "C", "C", "C", "O", "Cl", "N", "N", "H", "H", "H", "H", "H", "H", "H", "H", "H", "H", "H"],
  "xyz": [[-0.16677, 2.78437, 2.02217], [-1.14292, 1.83981, 1.68508], [-1.40523, 1.84991, 0.29756], [-2.43769, 0.79496, -0.10626], [-2.22809, -0.57079, 0.62944], [-0.90493, -1.13832, 0.10653], [-1.00573, -1.93632, -0.95161], [0.13729, -2.38944, -1.43630], [1.22596, -1.98542, -0.79933], [2.55870, -2.47802, -1.39959], [3.39521, -1.27168, -1.85981], [3.64661, -1.10525, -2.97085], [4.05762, -0.09132, -0.67842], [1.32979, -1.22324, 0.28077], [0.19121, -0.76803, 0.76803], [-0.45420, 3.81936, 1.75195], [0.80695, 2.58485, 1.53108], [0.03130, 2.78460, 3.10228], [-1.72869, 2.86561, -0.00539], [-0.44374, 1.66104, -0.22680], [-3.45334, 1.16202, 0.09512], [-2.34062, 0.56698, -1.18011], [-3.03681, -1.28092, 0.43434], [-2.11801, -0.36405, 1.70041], [2.38970, -3.16497, -2.22914], [3.09644, -2.94574, -0.56114]],
  "forces_ev_per_a": [[0.8, 0.7, 0.2], [-0.4, 0.0, 0.1], [0.6, 0.1, -0.4], [-0.3, -0.6, 0.4], [1.0, 0.7, -0.3], [-2.2, 0.5, 1.1], [1.0, -0.2, -0.2], [-0.7, 0.4, 0.4], [1.8, -0.8, -1.1], [-0.2, 1.0, 1.7], [-0.6, -0.9, 2.0], [0.7, 0.6, -3.2], [-0.3, -0.5, 0.2], [-1.0, 0.1, 0.3], [0.8, -0.6, -0.5], [-0.1, -0.4, 0.0], [-0.4, -0.1, 0.0], [-0.4, -0.3, -0.3], [0.0, -0.4, 0.0], [-0.3, 0.0, 0.1], [0.2, -0.1, -0.1], [-0.2, 0.5, 0.2], [0.2, 0.2, 0.0], [-0.1, -0.2, -0.2], [0.1, 0.3, 0.1], [0.0, -0.1, -0.4]]
}

{
  "formula": "C8H11FIN",
  "method": "ωB97M-V with the def2-TZVPD basis set",
  "charge": 0,
  "multiplicity": 1,
  "smiles": "C=C(C#N)[C@H](I)[C@@H](C)[C@@H](C)F",
  "lumo_energy_ha": -0.0107,
  "gap_ev": 9.3096,
  "elements": ["C", "C", "C", "C", "C", "C", "C", "C", "N", "F", "I", "H", "H", "H", "H", "H", "H", "H", "H", "H", "H", "H"],
  "xyz": [[-1.84276, -1.51683, 1.56442], [-2.15812, -2.63269, -0.48316], [-1.32362, -1.96412, 0.34841], [2.00622, -0.00337, -0.35394], [-0.02765, 2.13469, 0.28206], [0.15178, -1.69831, 0.03209], [0.61794, -0.28652, 0.31828], [-0.48960, 0.72724, -0.30024], [-2.22791, -1.10155, 2.56861], [-0.41910, 0.72065, -1.66094], [1.29332, -3.08939, 1.37131], [-1.80587, -2.94035, -1.40587], [-3.23098, -2.73564, -0.12901], [2.15014, -0.47067, -1.31863], [2.19978, 0.97589, -0.65801], [2.88825, -0.38741, 0.25917], [0.94145, 2.18224, -0.00790], [-0.73784, 2.91103, -0.25865], [-0.02303, 2.16168, 1.31562], [0.48232, -2.11935, -0.98511], [0.63975, -0.06654, 1.37729], [-1.52976, 0.42452, 0.13743]],
  "forces_ev_per_a": [[-0.3, 0.8, 1.9], [-1.1, 1.6, 3.1], [0.6, -1.4, -2.5], [0.8, -2.3, 1.2], [-4.8, -0.5, -3.7], [0.3, -1.6, -0.1], [-0.5, 1.0, -2.6], [0.9, 0.1, 3.9], [0.1, -0.1, -0.3], [-0.4, 0.0, -0.3], [-0.2, 0.3, -0.4], [0.3, -0.8, -1.7], [1.5, -0.2, -0.9], [-0.5, -0.8, -0.2], [0.1, 1.9, 0.3], [-1.3, 0.6, -0.5], [2.8, 1.0, -1.1], [1.8, -1.1, 1.5], [-0.7, 0.1, 2.1], [-0.9, 1.0, 1.5], [0.0, -0.1, 0.3], [1.7, 0.7, -1.4]]
}

{
  "formula": "C8H11FNO3S",
  "method": "ωB97M-V with the def2-TZVPD basis set",
  "charge": -1,
  "multiplicity": 1,
  "smiles": "N#C[C@@](F)(C1CCCCC1)S(=O)(=O)[O-]",
  "lumo_energy_ha": 0.1207,
  "gap_ev": 8.9040,
  "e_above_lowest_ev": 0.000,
  "elements": ["C", "C", "C", "C", "C", "C", "C", "C", "N", "O", "O", "O", "F", "S", "H", "H", "H", "H", "H", "H", "H", "H", "H", "H", "H"],
  "xyz": [[1.88901, 1.53359, -1.03012], [-2.52909, -0.18486, -0.45569], [-2.13501, 0.39439, 0.99884], [-1.43823, -1.21148, -0.87461], [-0.66146, 1.01719, 1.06985], [-0.11364, -0.49643, -1.03105], [0.34194, 0.05481, 0.34991], [1.72848, 0.76273, 0.21863], [2.20570, 2.15513, -1.95641], [2.62941, -1.67880, -0.84707], [4.20536, -0.05393, 0.15085], [2.65968, -1.39798, 1.52017], [2.22538, 1.32687, 1.36292], [2.97556, -0.79777, 0.24651], [-3.48628, -0.64628, -0.42944], [-2.56968, 0.79611, -0.94566], [-2.78020, 1.13160, 1.29536], [-2.09509, -0.47749, 1.61574], [-1.32267, -1.78671, 0.02106], [-1.67151, -1.86588, -1.73243], [-0.64184, 2.02608, 0.52995], [-0.43117, 1.18045, 2.11317], [0.58019, -1.25142, -1.33530], [-0.19360, 0.32216, -1.80371], [0.62877, -0.85207, 0.94854]],
  "forces_ev_per_a": [[1.1, 0.8, 0.4], [1.7, 1.4, 1.6], [3.0, -1.9, -2.3], [-0.8, 1.7, 0.0], [-1.3, -0.6, -2.2], [-0.5, 1.1, 0.0], [0.9, 0.8, 0.6], [0.3, -3.6, -0.8], [-0.7, -0.6, 0.7], [0.2, 0.0, -0.7], [0.7, -0.4, 0.0], [0.1, 0.1, 0.8], [-1.0, 1.3, -0.2], [-0.6, 1.2, -0.7], [-1.0, -0.2, 0.1], [0.0, -0.7, -1.2], [-2.0, 1.5, 1.0], [-0.4, -0.3, 1.1], [0.0, -1.1, 0.4], [-0.1, 0.4, 0.3], [-0.1, -1.2, 0.7], [0.3, 0.0, 0.2], [0.8, 0.1, -0.4], [0.2, -0.8, 0.7], [-0.9, 0.9, -0.1]]
}

{
  "formula": "C8H11FSi",
  "method": "ωB97M-V with the def2-TZVPD basis set",
  "charge": 0,
  "multiplicity": 1,
  "lumo_energy_ha": 0.0089,
  "gap_ev": 7.9518,
  "e_above_lowest_ev": 1.549,
  "elements": ["C", "C", "C", "C", "C", "C", "C", "C", "F", "Si", "H", "H", "H", "H", "H", "H", "H", "H", "H", "H", "H"],
  "xyz": [[-1.86252, 0.26167, 2.63162], [-2.28897, 0.63248, 1.32825], [-0.54762, 0.12180, 2.92561], [-1.29191, 0.66719, 0.30296], [0.38296, 0.37682, 1.96129], [0.01476, 0.57762, 0.58241], [1.89141, -0.03341, -3.60996], [1.01152, 0.02445, -2.36573], [2.84071, 0.55403, -0.00299], [1.37237, 0.49265, -0.69418], [-2.70402, 0.10691, 3.43635], [-3.37331, 0.87980, 0.98294], [-0.23769, 0.10074, 3.95299], [-1.73333, 0.80095, -0.68771], [1.43645, 0.39481, 2.11233], [2.98013, 0.25982, -3.39702], [2.05600, -1.06893, -3.77320], [1.52072, 0.41511, -4.60599], [-0.78813, -3.10014, 0.78723], [0.04127, -0.19273, -2.44669], [-0.72079, -2.27164, 0.57948]],
  "forces_ev_per_a": [[-4.9, 0.4, -0.2], [0.1, -0.4, -0.4], [1.3, 1.0, 0.7], [-4.0, 0.6, 0.0], [0.2, 0.0, -2.4], [2.7, -0.7, 1.7], [1.2, 0.6, 0.1], [4.7, 2.1, 2.0], [-0.8, 0.2, -0.4], [-0.6, -0.8, -1.9], [1.9, 0.4, -1.5], [2.0, -0.8, 1.1], [0.1, -0.6, 0.3], [0.7, 0.1, 0.0], [0.6, -0.1, 0.8], [-1.7, 0.3, -0.3], [-0.1, -1.3, -0.7], [0.4, -0.4, 1.8], [0.2, 2.8, -0.7], [-3.9, -0.7, -0.5], [-0.2, -2.8, 0.7]]
}

{
  "formula": "C8H11IN2O7P2S2Se3TcTe",
  "method": "ωB97M-V with the def2-TZVPD basis set",
  "charge": 0,
  "multiplicity": 4,
  "lumo_energy_ha": [-0.0483, -0.0483],
  "s2": 3.7753,
  "gap_ev": [6.7102, 5.9424],
  "e_above_lowest_ev": 1.663,
  "elements": ["Tc", "O", "P", "O", "O", "O", "P", "O", "O", "O", "H", "H", "Se", "Se", "Te", "Se", "I", "C", "C", "C", "C", "C", "N", "H", "H", "H", "H", "S", "C", "N", "C", "C", "S", "H", "H", "H", "H", "H"],
  "xyz": [[-0.02023, 0.13621, -0.10870], [-2.30097, -1.03298, 1.26346], [-1.44599, -0.36519, 2.47404], [-1.69489, -0.99847, 3.77000], [-0.01706, -0.39071, 1.91084], [-1.95252, 1.16140, 2.45429], [-1.86383, 2.26003, 1.24648], [-2.93800, 1.70864, 0.17492], [-2.21253, 3.57737, 1.77293], [-0.52306, 2.02984, 0.54728], [-3.04101, -1.54721, 1.60567], [-3.80796, 2.07588, 0.37157], [2.24487, -0.57248, -4.22118], [0.37954, -1.38259, -5.40323], [2.29946, -2.97792, -5.00064], [1.33157, -1.74589, -0.85776], [2.07535, 2.37343, -1.72452], [0.32568, 1.78526, -2.68235], [-0.02842, 2.35863, -3.89018], [-1.20442, 1.94560, -4.49582], [-1.97729, 0.98252, -3.86814], [-1.54900, 0.46717, -2.66180], [-0.40706, 0.85160, -2.07098], [0.60582, 3.11010, -4.33623], [-1.51034, 2.37415, -5.44061], [-2.90527, 0.63422, -4.29729], [-2.13219, -0.27170, -2.12699], [1.09966, -3.30323, 0.75932], [1.70905, -2.56449, 2.16746], [2.45788, -1.48800, 2.19667], [2.52854, -0.81543, 3.49139], [2.33542, -1.91104, 4.53569], [1.32485, -3.19242, 3.72038], [2.53836, -0.96134, 1.32862], [1.72425, -0.07855, 3.53436], [3.49510, -0.32750, 3.60199], [1.78191, -1.55093, 5.39896], [3.27474, -2.35396, 4.86007]],
  "forces_ev_per_a": [[0.1, 0.3, 0.2], [0.0, -0.1, 0.1], [0.0, 0.0, 0.0], [0.0, 0.0, 0.0], [-0.1, 0.0, -0.1], [0.1, 0.0, -0.2], [0.1, 0.1, 0.4], [-0.1, 0.0, 0.0], [0.0, 0.0, -0.1], [-0.3, -0.1, 0.0], [0.0, 0.0, 0.0], [0.0, 0.0, 0.0], [0.0, -0.1, 0.0], [0.0, -0.1, 0.0], [-0.1, 0.2, 0.0], [0.2, -0.1, -0.1], [0.0, 0.0, 0.0], [0.1, 0.0, 0.1], [-0.1, 0.0, -0.1], [0.0, 0.0, 0.0], [0.0, 0.0, 0.0], [-0.1, 0.0, 0.0], [0.0, 0.0, -0.3], [0.0, 0.0, 0.0], [0.0, 0.0, 0.0], [0.0, 0.0, 0.0], [0.0, 0.0, 0.0], [-0.1, -0.1, 0.2], [0.0, 0.0, -0.2], [0.0, 0.1, 0.0], [0.0, 0.0, 0.0], [-0.1, -0.1, 0.1], [0.0, 0.0, 0.0], [0.0, -0.1, 0.0], [0.0, 0.0, 0.0], [0.0, 0.0, 0.0], [0.0, 0.0, 0.0], [0.0, 0.0, 0.0]]
}